# 1
Here is a gas-phase ion, C2H5N4O (charge +1) from OMol25. Energies are from the ωB97M-V functional and the def2-TZVPD basis.

CARTESIAN COORDINATES (ANGSTROEM)
H (2.407, -1.470, -1.334)
N (1.640, -0.835, -1.465)
N (0.612, -0.774, -0.804)
C (-0.440, -0.051, -1.264)
O (-0.804, -0.090, -2.400)
N (-1.101, 0.718, -0.203)
N (-0.730, 0.621, 1.085)
C (0.270, -0.064, 1.535)
H (-2.065, 0.965, -0.275)
H (-1.205, 1.384, 1.712)
H (0.593, 0.103, 2.466)
H (0.823, -0.507, 0.948)

Results
- 2S+1: 1
- F_max: 9.0 eV/Å
- Net charge: +1
- SMILES: [H]/N=N/C(=O)N[NH+]=C
- HOMO: -13.979 eV

=====

# 2
Here is 2 unconnected molecules or ions with the total composition C2H5N4O2 from OMol25. Energies are from the ωB97M-V functional and the def2-TZVPD basis.

CARTESIAN COORDINATES (ANGSTROEM)
C (0.643, 1.130, -0.336)
C (-1.002, -0.147, 0.637)
N (-2.024, 0.723, 0.633)
N (-0.237, -2.201, 0.341)
N (-0.848, -1.223, -0.190)
N (-3.118, 0.542, -0.043)
O (-3.419, -0.545, -0.550)
O (-3.892, 1.507, -0.078)
H (0.506, 0.883, -1.373)
H (1.542, 0.756, 0.115)
H (0.281, 2.087, -0.027)
H (-0.473, -0.179, 1.601)
H (-0.165, -2.955, -0.357)

Results
- 2S+1: 1
- F_max: 2.7 eV/Å
- Net charge: -1
- HOMO (alpha / beta): -3.624 / -3.141 eV